Entry 1:
Formula: C60H40I4N4OS3Sn
Source: OMol25
Level of theory: the ωB97M-V functional and the def2-TZVPD basis

## Properties
Total charge = 0
HOMO (spin up / spin down) = -6.57 / -6.62 eV

```
113
Properties=species:S:1:pos:R:3:forces:R:3:lowdin_charge:R:1
H -3.326135 4.873658 4.730247 0.0536 -0.0221 0.0350 0.11
H 2.138794 -1.895485 3.914269 0.1757 -0.3681 -0.0990 0.11
H 0.966182 -0.420631 2.329587 -0.0485 -0.0722 -0.3721 0.08
H 4.018123 1.032252 3.006791 -0.0540 -0.0695 -0.1530 0.07
H 4.328016 -3.185806 -0.116169 -0.0279 -0.0474 -0.1237 0.08
C -2.249652 -1.307689 0.920458 -0.1577 0.5966 -0.2075 -0.24
C 1.459722 -0.003213 -3.789381 0.3808 -0.8781 0.3635 -0.25
H 3.942568 -2.144598 -3.930601 0.2175 -0.1901 0.0270 0.11
H -2.989873 -4.595396 2.009476 -0.0561 -0.0811 -0.3100 0.12
C 1.735943 3.095814 -5.255137 0.0133 -0.0002 0.5188 -0.01
H 4.584390 -0.528770 2.383378 -0.0100 -0.0508 0.0338 0.06
C 3.312388 -3.805268 -1.915239 0.0821 0.0038 0.0988 -0.21
C -2.517267 2.422434 -3.419712 -0.2255 -0.0948 -0.1276 0.02
C 1.974679 -0.868229 4.171691 -0.3528 0.3292 0.1445 -0.07
C 5.442644 -4.678209 -1.189270 -0.2928 -0.0191 -0.0066 -0.14
H -1.242996 2.946321 -5.117681 -0.0025 -0.0184 -0.1179 0.12
C 4.484405 0.526354 2.151288 0.1256 0.0342 0.2985 -0.13
C -1.799982 -2.962837 2.737291 -0.2034 0.2016 0.1580 -0.19
S 3.203539 -0.645054 0.022997 0.0735 0.6340 0.4235 0.79
C -3.363779 1.533737 4.165282 -0.0942 -0.2964 -0.3094 -0.06
H 2.843751 -1.010000 6.128245 0.0338 -0.0940 -0.0305 0.11
C 0.403563 -3.977917 1.122261 0.0470 0.1268 -0.0261 0.02
H 4.799509 3.228503 1.527643 -0.3241 -0.0772 -0.0690 0.09
C 4.352443 -3.839813 -0.983104 0.1072 -0.0339 -0.1428 -0.03
C -2.357200 -4.022769 5.258964 -0.1694 -0.0253 0.1801 -0.75
O -0.137157 1.508176 1.312208 -0.3047 -0.4771 -0.4410 -0.63
I 7.138751 -6.701322 -2.635315 0.1832 -0.1771 -0.0050 0.87
C -1.421426 2.376624 -4.223209 -0.3611 0.5362 -0.0873 0.01
C 2.100596 -1.806709 -2.710516 -0.1296 0.1583 0.1408 -0.29
C -1.741858 3.764317 3.796737 0.1783 0.0591 -0.1361 -0.08
C 1.417110 2.038848 -7.791973 -0.0815 -0.1527 0.0669 -0.14
C 1.376382 -4.143771 0.204233 0.2601 -0.2277 0.0160 0.02
C 1.030563 1.311356 -6.672805 -0.0560 0.0752 -0.2390 -0.02
N 1.141988 -0.855739 -2.756872 -0.3297 0.3134 0.2577 0.01
C 1.448629 1.770763 4.852131 0.2115 0.2746 0.2457 -0.09
H 0.584875 0.340308 -6.813932 -0.0735 -0.2020 0.0534 0.13
H 1.270841 1.648045 -8.787266 0.0017 -0.1298 -0.0262 0.09
H -3.426365 2.980435 -3.564823 0.0163 0.1243 -0.0217 0.11
C 1.971745 3.288929 -7.620017 0.1049 0.2450 -0.2886 -0.74
C -5.576495 1.500519 -2.163447 0.1764 0.0118 -0.0481 -0.02
H 0.157151 -4.585453 1.973541 0.0647 -0.1724 0.0637 0.11
H 2.572251 4.802937 -6.240121 0.0728 0.1262 0.0758 0.09
C 2.112587 0.951943 5.743510 -0.1606 0.0861 0.2014 -0.07
C -4.735274 3.132865 -0.630513 0.2463 0.0213 0.0901 -0.02
C -1.329936 -2.362755 3.904651 -0.0272 0.0055 -0.2668 -0.02
C -0.326081 -2.788750 0.749110 0.4530 -0.1203 -0.4385 -0.23
C 3.711850 0.702898 0.873609 -0.1671 -0.7021 -0.1358 -0.78
C -2.855468 -4.642702 4.126847 0.0254 -0.0094 0.0546 -0.14
H -3.946738 3.523799 -0.005613 0.2315 -0.0512 0.0372 0.12
H 1.873193 3.512690 -4.260182 -0.0611 -0.0513 -0.0970 0.12
N 0.225520 -2.260590 -0.389396 -0.2283 0.3827 0.0755 0.01
C -6.795063 2.156126 -2.185020 -0.1317 0.0901 0.0670 -0.14
H -6.117617 4.689367 -0.050867 0.1514 0.0806 0.0888 0.09
S 0.173255 2.336013 2.496171 0.6421 0.6114 0.2453 1.00
I 2.556105 4.401920 -9.294825 -0.0203 -0.0436 0.0551 0.85
H 2.565078 -4.639065 -3.734206 -0.0892 0.0234 -0.0650 0.13
C 2.170809 -2.852210 -1.775084 0.1901 -0.2505 -0.2700 -0.15
C -4.524059 1.983478 -1.389195 0.0033 -0.0014 0.2354 -0.21
C -4.066838 -0.035484 0.625189 0.0223 0.3708 0.0820 0.02
H 3.353349 4.109358 0.962311 0.1343 -0.2185 -0.0393 0.07
C -2.145195 1.401020 3.535795 -0.0495 -0.7290 -0.0299 -0.06
H -1.196097 -2.384286 6.031484 -0.0589 0.0225 0.1213 0.09
H -4.743737 2.893291 5.058894 0.0140 -0.0007 -0.0416 0.11
I -8.797540 4.291273 -1.462632 -0.1416 0.0481 0.0016 0.86
C 3.347259 2.012477 0.475039 -0.7682 0.2708 -1.0241 -0.81
C 2.680146 -0.447494 -4.410195 -0.1971 -0.3125 0.5364 0.04
C -1.348080 2.507496 3.374601 0.1354 0.1786 0.1257 -0.38
C -3.215535 1.241681 -1.337624 -0.6037 0.2728 0.1628 -0.07
C 3.072207 -1.555610 -3.728695 0.1683 0.2658 -0.6979 0.02
C 2.139132 3.823919 -6.357806 0.0328 0.0792 -0.0006 -0.15
H 2.403815 1.344902 6.710690 0.0642 -0.0834 -0.0616 0.11
H -5.020981 0.443174 0.684932 -0.3588 0.0540 0.0340 0.11
C -2.300087 1.496933 -2.350326 0.5515 0.2434 -0.4994 -0.23
H 3.246675 3.047676 2.350632 0.0318 -0.0751 0.2359 0.06
N -1.962117 -0.495152 -0.137426 0.5061 0.0501 0.0151 0.04
H -1.827295 0.433811 3.150256 -0.0040 0.1865 0.0470 0.10
C -5.948157 3.802921 -0.641036 0.0356 -0.1955 -0.0137 -0.15
C 0.697595 1.055511 -4.205796 -0.2268 0.7545 -0.4029 -0.08
H -1.095142 4.608168 3.590903 -0.0506 0.0996 0.1246 0.11
H -5.432052 0.608036 -2.758168 -0.0046 -0.0436 -0.0094 0.13
S 2.409807 2.264017 -0.905580 0.2775 -0.2040 0.5225 0.66
H 4.496718 -6.139278 -4.096096 -0.0676 0.0312 0.0204 0.09
C -1.604729 -2.873309 5.160587 0.2928 0.1624 -0.2377 -0.15
C 4.452501 -5.497426 -3.225962 -0.2992 -0.0094 -0.0373 -0.15
C -3.562736 -1.000265 1.417401 -0.1863 -0.3148 0.2755 0.00
C 2.346461 -0.372886 5.409751 0.3424 -0.1577 0.1663 -0.07
C -1.447423 -2.325167 1.422586 0.2186 -0.3066 0.0921 -0.08
C 3.710413 3.160337 1.371588 0.0163 0.5051 -0.0130 -0.14
H -3.439885 -5.545321 4.227489 -0.0811 -0.0167 -0.0883 0.09
C 5.474275 -5.505217 -2.301912 0.2651 0.1875 0.0915 -0.75
C 1.173475 1.831439 -5.393985 -0.0560 -0.0310 -0.0388 -0.21
C -6.967328 3.297872 -1.416251 -0.3213 -0.0453 -0.2964 -0.75
H 6.266924 -4.694397 -0.497605 0.0902 0.0573 0.1918 0.09
C 1.041113 1.261602 3.641586 -0.3169 -0.1485 -0.4775 -0.37
Sn 0.204784 0.011359 -0.845081 0.3376 -0.4727 -0.3481 1.29
C -0.529177 1.441682 -3.652651 0.2424 -0.5374 0.6447 -0.23
I -2.782148 -4.751421 7.157286 -0.0711 -0.1983 0.1546 0.87
N -1.078775 0.912696 -2.507928 0.2293 -0.0740 0.1505 0.01
C -2.969850 3.900570 4.417269 -0.2816 -0.0013 -0.0656 -0.07
C 1.300255 -0.046003 3.279001 0.0908 0.0474 0.1762 -0.10
C -3.054449 0.311370 -0.333457 0.1027 -0.5118 0.1556 -0.23
H 3.149526 0.030789 -5.242881 0.2213 0.0859 -0.2276 0.11
H 1.252621 2.802220 5.097156 -0.0658 0.2161 0.0937 0.11
H -3.999572 0.666249 4.271575 -0.0727 -0.0058 0.0980 0.11
C -3.778445 2.780674 4.579109 -0.2739 0.5191 0.5157 -0.07
H -4.050776 -1.509702 2.239265 0.0734 0.0662 -0.1122 0.12
C 3.371031 -4.653300 -3.014711 0.0507 -0.0165 -0.1798 -0.03
H 2.117799 -4.922073 0.135456 -0.0741 -0.1091 0.0972 0.12
C -2.587658 -4.102722 2.876381 0.1545 -0.0101 -0.0422 -0.02
H -0.726304 -1.477641 3.817811 0.1535 0.1964 0.0420 0.09
H -7.617727 1.792315 -2.783637 0.0428 -0.0931 -0.0517 0.09
C 1.287848 -3.051840 -0.736191 -0.5322 -0.0246 0.5001 -0.28
H 5.490590 0.948477 2.070486 -0.0175 0.0317 -0.1287 0.09
```
Positions in Å, forces in eV/Å.

Entry 2:
Formula: C5H9N2O
Source: OMol25
Level of theory: the ωB97M-V functional and the def2-TZVPD basis

## Properties
Total charge = +1
SMILES = CC1=[NH+]C=CCN1O
HOMO = -13.27 eV

```
17
Properties=species:S:1:pos:R:3:forces:R:3:lowdin_charge:R:1
H 2.855890 -1.162137 -0.094445 -0.7545 -0.1010 0.1414 0.13
H 0.711063 2.155939 -0.868071 -0.2522 0.9163 -1.2211 0.11
H -2.628542 -0.629311 0.096652 0.7022 -1.1641 0.0130 0.11
C -0.494773 -0.578673 -0.026293 1.4640 0.5200 -1.0521 -0.19
C 1.933144 -0.572412 -0.057505 1.0232 0.8189 -1.2577 -0.07
N 0.691977 -1.208361 -0.333033 -2.4447 -1.6926 0.9056 0.10
H -1.749607 -2.261081 0.614470 -0.1345 1.5855 -0.5358 0.14
C 0.782704 1.582303 0.011369 0.3561 0.8892 1.5289 -0.07
O -1.645459 1.444265 0.074785 0.0758 -0.1917 3.2979 0.08
H 0.552728 -2.256603 -0.585450 0.9359 2.5855 0.9548 0.22
C -1.780685 -1.343758 -0.067690 0.1558 0.5401 2.2879 0.05
C 2.006345 0.766361 -0.017367 0.6184 -2.2141 0.3822 -0.06
H 3.001034 1.231976 0.105408 -0.8883 -0.1647 -0.0330 0.14
H -1.789706 -1.746125 -1.024048 -0.5106 -0.7411 -2.0819 0.07
H 1.010498 2.320538 0.855636 -1.5378 -0.9451 -0.7142 0.17
H -1.944728 1.679472 -0.776606 0.0361 0.2122 -2.2660 0.12
N -0.470397 0.755903 0.089809 1.1550 -0.8532 -0.3499 -0.06
```
Positions in Å, forces in eV/Å.

Entry 3:
Formula: C19H42NO2P3Pt
Source: OMol25
Level of theory: the ωB97M-V functional and the def2-TZVPD basis

## Properties
Total charge = +4
HOMO (spin up / spin down) = -19.87 / -19.86 eV
2S+1 = 5

```
68
Properties=species:S:1:pos:R:3:forces:R:3:lowdin_charge:R:1
H -0.604009 -2.316415 -0.178466 0.0644 0.3146 0.1519 0.08
H 1.159952 -0.088071 -2.960468 0.3031 -0.2241 -0.0846 0.06
H 3.091877 1.516759 -1.557000 0.2066 -0.2550 -0.0386 0.06
H 0.669247 -1.658550 -2.364153 0.6580 0.0298 -0.0450 0.02
H -3.014866 1.225860 0.200071 0.0366 0.0067 -0.1663 0.08
H 2.946021 -1.006601 2.678916 0.1361 0.1901 0.0301 0.06
C -0.643929 -1.707908 0.729020 0.2836 -0.4642 0.9288 -0.13
H 3.684064 -2.121255 0.398271 -0.0931 -0.1617 -0.2493 0.06
C 3.038701 -2.222804 -0.482173 -0.1099 0.0483 0.6127 -0.18
H -4.444505 -1.657078 -5.854628 0.1878 0.0668 0.1738 0.15
C -2.824972 -3.063718 -5.915621 -0.2241 -0.5325 -0.6178 0.08
H 3.333483 3.028692 2.412763 -0.1604 -0.1714 -0.0540 0.10
C -1.241394 3.096782 1.365980 0.3995 -0.2571 0.2557 -0.19
H -0.575318 3.845103 -1.555706 0.0854 -0.0957 0.0618 0.09
H 1.895289 3.455108 1.446511 0.2686 -0.1180 0.0643 0.05
H -1.030798 -4.291976 -5.825102 -0.3249 0.5543 0.4171 0.16
P -0.790973 2.008078 -0.022001 -1.6330 1.6706 -0.1921 0.69
H -1.714240 2.492990 2.156184 0.1281 0.0378 -0.2372 0.04
H 2.269395 -1.492818 -3.186737 -0.0207 0.1761 0.1996 0.10
H 4.161504 0.166563 -2.073027 -0.1170 0.1275 0.2133 0.09
P 2.236330 -0.647729 -0.902329 1.3859 -0.2740 -1.9446 0.70
C -2.876201 -1.088471 -4.471804 -1.3008 -0.3910 -1.3342 0.06
H 3.639130 -2.521620 -1.356472 -0.1611 0.1272 0.2664 0.10
Pt 0.486718 0.172687 0.405620 1.0014 -0.3814 0.9655 0.81
H -3.036041 -1.585173 5.182238 0.3245 0.0389 -0.1390 0.12
H -0.384969 3.657402 1.764697 -0.2630 -0.1308 -0.1410 0.06
H -1.628460 -1.408808 1.107571 0.2460 0.0621 -0.1642 0.08
H -3.330216 1.918862 4.485347 -0.0051 -0.0028 0.0873 0.12
H 0.921984 0.240445 4.074405 0.0233 0.2843 -0.1724 0.06
C 3.552864 0.567249 -1.248089 -0.1605 0.1255 0.2744 -0.20
H 0.151324 1.775750 3.564715 0.2110 -0.1911 0.0653 0.04
C -2.419091 1.556338 -0.660695 0.0005 -0.3705 -0.1441 -0.19
C -2.431757 0.123974 4.062849 -0.8128 1.0733 0.9227 -0.56
C 1.106483 1.242480 3.660900 -0.2971 0.1051 -0.0834 -0.19
H 1.309321 -2.347989 1.527764 -0.0438 0.3833 -0.1637 0.07
H -3.110429 0.901721 5.863570 -0.0422 -0.0127 -0.0437 0.13
H -1.387176 -1.043046 5.565440 -0.2775 -0.0276 -0.3137 0.11
N -2.928748 1.086568 4.888871 0.4379 -0.6200 -0.7804 0.19
H 0.319310 2.396449 -2.145690 -0.0860 0.2982 0.1474 0.05
C 1.540710 -1.015158 -2.518991 -0.1903 0.0254 -0.0423 -0.25
C -0.998236 -2.652642 -4.369601 -0.0249 -1.6769 -1.2780 0.06
C 0.082527 3.014202 -1.266737 0.3962 -0.4548 0.0735 -0.19
H -2.392803 0.746921 -1.406270 -0.1172 0.3646 0.3626 0.03
O -1.094442 -0.785204 -2.874433 -0.8725 0.1385 -1.3835 0.00
H 2.269613 -2.979678 -0.283684 0.2740 0.0227 -0.1604 0.07
C 3.327600 -0.032007 2.354910 -0.0649 -0.0642 -0.1765 -0.21
H -3.347797 -0.172795 -4.097997 -0.0191 -0.4329 -0.3073 0.15
H -1.991176 3.803432 0.979430 0.2045 -0.0920 -0.0384 0.10
O -2.294759 0.336073 2.846698 0.5297 -0.1546 -0.1238 -0.06
C 2.674879 2.696917 1.597651 -0.3248 0.0105 -0.3577 -0.19
H 0.176138 -1.485655 2.703800 0.1431 0.1822 -0.2963 0.07
C -3.468887 -1.907447 -5.440519 -0.2577 1.8451 1.0749 0.05
H 4.192359 0.750007 -0.374848 -0.1002 -0.0862 -0.3541 0.05
H 3.956089 0.383527 3.153512 -0.1488 -0.0080 -0.0977 0.10
H -0.056210 -2.935147 -3.909564 -0.1380 -0.0605 -0.2663 0.12
C -1.563902 -3.419301 -5.408212 1.7235 0.3007 1.4224 0.05
H -1.729945 -1.870632 3.995339 -0.0703 -0.0479 0.2739 0.07
C -1.645587 -1.485708 -3.927754 -0.0081 1.0043 1.2049 -0.21
C -2.113286 -1.173689 4.745236 0.1400 -0.2346 -0.0809 0.01
C 0.428345 -1.723102 1.668078 -1.5588 -0.4738 0.0111 -0.14
H -1.249632 0.197187 -2.885119 -0.4281 -1.3749 -0.4287 0.13
H 3.275883 2.600406 0.682857 -0.1819 0.0683 0.2720 0.05
H -3.311785 -3.688393 -6.685832 0.3071 0.4026 0.4673 0.17
H 1.021565 3.409925 -0.850799 -0.3337 -0.0343 -0.1603 0.06
H -2.865393 2.465971 -1.087486 0.0219 -0.1928 0.0443 0.09
P 1.927402 1.094891 2.043360 0.9485 -0.0284 1.5545 0.73
H 3.953582 -0.168967 1.465115 -0.1344 0.0917 0.3131 0.03
H 1.742257 1.790203 4.370348 0.0298 -0.0789 -0.2515 0.09
```
Positions in Å, forces in eV/Å.

We obtain electronic energy values of -141616.809 -10349.560 -57040.595 eV for the records listed above, in that order.
We obtain ΔE to the lowest compared entry with this formula, charge and spin values of 7.6 295.3 56.6 kJ/mol for the records listed above, in that order.